Here is a 2-piece molecular cluster, C7H13INO4P overall from the Open Molecules 2025 dataset. Energies are from ωB97M-V/def2-TZVPD.

Last column: natural (NBO) charge in e.
Positions of all 27 atoms, in Å:
I 3.417 -1.750 0.640  -0.087
P -0.135 1.609 -0.205  1.484
O 0.341 2.680 0.654  -1.060
O -3.567 -1.048 0.296  -0.584
O 4.260 0.784 -0.939  -0.500
O -2.575 0.896 -0.205  -0.543
N -0.315 0.353 0.892  -0.975
C -1.162 -0.767 0.801  -0.004
C -0.872 -2.032 1.516  -0.379
C -0.724 -2.029 0.010  -0.418
C -2.554 -0.390 0.300  0.801
C 3.285 1.563 -0.220  -0.266
C -3.839 1.203 -0.806  -0.285
C 3.693 -0.411 -1.178  -0.094
H -3.950 0.853 -1.833  0.191
H -3.968 2.294 -1.001  0.202
H 2.326 1.345 -0.560  0.155
H -1.749 -2.643 2.008  0.237
H 4.335 -0.924 -1.857  0.202
H 3.415 2.713 -0.335  0.211
H 2.645 -0.249 -1.616  0.178
H 0.241 0.492 1.726  0.425
H -4.773 0.868 -0.326  0.220
H 0.307 -2.065 -0.263  0.229
H -1.365 -2.765 -0.452  0.242
H -0.070 -2.006 2.118  0.218
H 3.354 1.427 0.834  0.198

- E_HOMO: -9.465 eV
- Orbital gap: 9.56 eV
- Multiplicity: 1
- SMILES: COC(=O)C1(NP=O)CC1.COCI

---

Here is C3H2BrClO2S as an isolated structure from the Open Molecules 2025 dataset. Energies are from ωB97M-V/def2-TZVPD.

Last column: natural (NBO) charge in e.
Positions of all 10 atoms, in Å:
Br -3.008 -0.174 -0.070  0.142
Cl -0.202 -2.774 -0.076  0.112
S -0.049 1.264 0.003  2.133
O -0.251 1.934 -1.264  -0.891
O 0.116 2.112 1.162  -0.885
C 1.098 -0.214 -0.004  -0.663
C -1.123 -0.184 0.150  -0.384
C -0.175 -1.105 0.113  -0.077
H 1.684 -0.616 -0.886  0.258
H 1.909 -0.243 0.873  0.257

- E_HOMO: -10.187 eV
- Orbital gap: 10.44 eV
- Multiplicity: 1

---

Here is a 2-piece molecular cluster, C3H5NO2 overall from the Open Molecules 2025 dataset. Energies are from ωB97M-V/def2-TZVPD.

Last column: natural (NBO) charge in e.
Positions of all 11 atoms, in Å:
O 0.424 -1.074 0.913  -0.602
O -0.926 -2.069 -0.986  -0.488
N 1.164 0.855 -0.050  -0.821
C 1.305 -0.234 0.712  0.534
C -1.526 0.225 -0.313  -0.876
C -1.073 -1.029 -0.478  0.774
H 0.223 0.976 -0.469  0.435
H 1.918 1.513 -0.159  0.403
H -2.300 0.494 -1.015  0.252
H 2.279 -0.374 1.194  0.135
H -1.488 0.716 0.650  0.254

- E_HOMO: -8.787 eV
- Orbital gap: 9.60 eV
- Multiplicity: 1
- SMILES: C=C=O.NC=O

---

Here is C4H7NO2 as an isolated structure from the Open Molecules 2025 dataset. Energies are from ωB97M-V/def2-TZVPD.

Last column: natural (NBO) charge in e.
Positions of all 14 atoms, in Å:
O -1.342 -0.194 -0.414  -0.652
O -1.980 2.070 0.524  -0.472
N -0.543 0.501 1.598  -0.620
C 0.408 -0.495 1.056  -0.262
C 0.003 -0.655 -0.435  0.060
C 0.917 0.128 -1.368  -0.637
C -1.222 1.195 0.697  0.841
H -1.406 -0.252 0.935  0.479
H 0.007 -1.714 -0.715  0.189
H 1.936 -0.268 -1.276  0.215
H 0.951 1.193 -1.106  0.210
H 0.191 -1.410 1.616  0.204
H 0.615 0.040 -2.415  0.228
H 1.461 -0.241 1.202  0.216

- E_HOMO: -10.323 eV
- Orbital gap: 10.98 eV
- Multiplicity: 1

---

Here is one molecule with the formula C4H8O from the Open Molecules 2025 dataset. Energies are from ωB97M-V/def2-TZVPD.

Last column: natural (NBO) charge in e.
Positions of all 13 atoms, in Å:
O -0.303 -1.714 1.863  -0.751
C 0.035 -0.518 -0.062  -0.233
C -0.526 1.239 -1.799  -0.670
C 0.151 0.867 -0.479  -0.165
C 0.668 -0.820 1.322  -0.092
H -0.196 -2.136 2.748  0.484
H 0.821 0.116 1.898  0.160
H 0.805 1.578 0.134  0.202
H 1.671 -1.194 1.210  0.166
H -0.106 1.979 -2.446  0.222
H -0.963 -1.061 -0.239  0.233
H -0.443 0.268 -2.447  0.220
H -1.615 1.396 -1.702  0.222

- E_HOMO: -8.757 eV
- Orbital gap: 9.77 eV
- Multiplicity: 1
- SMILES: C/C=C/CO

---

Here is an isolated ion of composition C6H10BrN2 and charge +1 from the Open Molecules 2025 dataset. Energies are from ωB97M-V/def2-TZVPD.

Last column: natural (NBO) charge in e.
Positions of all 19 atoms, in Å:
Br 2.215 -0.180 1.786  0.206
N -0.337 0.759 0.753  -0.615
N -1.057 2.486 -0.547  -0.752
C 0.971 -0.435 -1.546  -0.085
C -0.245 -1.810 1.765  -0.668
C -0.361 1.411 -0.354  0.510
C 0.919 -1.302 -0.528  -0.358
C 0.492 0.971 -1.509  -0.550
C 0.731 -0.936 0.905  0.224
H 1.397 1.618 -1.700  0.288
H -0.121 0.947 -2.503  0.270
H 0.112 -2.920 1.989  0.274
H 1.440 -0.879 -2.501  0.256
H -1.672 3.025 0.087  0.439
H -0.372 -1.357 2.714  0.246
H -1.083 1.152 1.358  0.398
H -0.977 2.842 -1.546  0.425
H -1.029 -1.883 1.116  0.234
H 1.183 -2.273 -0.746  0.258

- Net charge: +1
- E_HOMO: -13.806 eV
- Orbital gap: 9.83 eV
- Multiplicity: 1